[1]
Entry from the OMol25 dataset: a structure of composition C4H8N2S (ωB97M-V/def2-TZVPD).

Structure (ORCA input):
```
! RIJCOSX wB97M-V def2-TZVPD def2/J DEFGRID3
* xyz 0 1
H 1.93 -0.70 -2.24
S -1.10 -0.55 -1.18
C 1.21 -0.99 0.10
N 0.78 1.43 1.45
H -0.71 0.57 -1.86
H 2.92 -1.80 -0.73
C -1.43 1.33 1.17
H 1.35 -1.58 1.38
H -2.08 0.39 1.23
N 0.12 -0.27 0.03
H -1.83 1.84 0.32
H -1.49 1.89 2.19
H 1.68 0.96 1.36
C 1.99 -1.36 -1.00
C -0.18 0.87 0.86
*
```

Computed properties:
Frontier orbital gap   8.9860 eV
ΔE to the lowest compared entry with this formula, charge and spin   127.9 kcal/mol
HOMO level   -8.58 eV
Molar mass   116.189 g mol⁻¹
Strongest force on any atom   6.37 eV Å⁻¹

[2]
Entry from the OMol25 dataset: a cluster of 2 separate species, C4H12N2S in total (ωB97M-V/def2-TZVPD).

Structure (ORCA input):
```
! RIJCOSX wB97M-V def2-TZVPD def2/J DEFGRID3
* xyz 0 1
H -1.15 2.17 -0.50
S -0.75 0.03 -0.26
H 1.88 0.44 -2.10
C 1.18 -0.56 -0.14
H -2.35 1.10 2.36
N -1.09 1.32 -1.00
H 3.12 0.17 0.70
H 1.68 0.43 1.79
C 1.72 -0.61 -1.56
H 1.99 1.41 0.27
H -3.92 0.65 1.71
H 2.70 -1.23 -1.58
H -2.37 -0.39 1.54
C 1.96 0.32 0.72
N -1.28 -1.22 -0.99
C -2.91 0.26 2.11
H -2.21 -1.47 -1.26
H 0.90 -1.27 -2.09
H 0.91 -1.57 0.29
*
```

Computed properties:
Frontier orbital gap (spin up / spin down)   7.8695 / 7.7691 eV
ΔE to the lowest compared entry with this formula, charge and spin   157.3 kcal/mol
HOMO level (spin up / spin down)   -9.14 / -8.00 eV
Molar mass   120.221 g mol⁻¹
Strongest force on any atom   4.81 eV Å⁻¹

[3]
Entry from the OMol25 dataset: the molecule C3H5ClO2 (ωB97M-V/def2-TZVPD).

Structure (ORCA input):
```
! RIJCOSX wB97M-V def2-TZVPD def2/J DEFGRID3
* xyz 0 1
H 0.99 0.25 1.28
O -0.98 -1.53 -0.53
C -0.57 -0.44 -0.24
H -2.37 0.81 -0.08
H 1.41 -2.03 -0.29
Cl 2.58 0.82 -0.11
C -1.25 0.89 -0.21
C 0.93 -0.27 0.30
O 1.41 -1.47 0.52
H -0.68 1.51 0.52
H -1.47 1.46 -1.17
*
```

Computed properties:
Frontier orbital gap   9.9434 eV
ΔE to the lowest compared entry with this formula, charge and spin   54.5 kcal/mol
HOMO level   -10.35 eV
Molar mass   108.524 g mol⁻¹
Strongest force on any atom   2.77 eV Å⁻¹

Question: What is the formula in the first record?
Answer: C4H8N2S

Question: What is the formula in the second record?
Answer: C4H12N2S

What did the third record say?
Entry from the OMol25 dataset: the molecule C3H5ClO2 (ωB97M-V/def2-TZVPD).

Structure (ORCA input):
```
! RIJCOSX wB97M-V def2-TZVPD def2/J DEFGRID3
* xyz 0 1
H 0.99 0.25 1.28
O -0.98 -1.53 -0.53
C -0.57 -0.44 -0.24
H -2.37 0.81 -0.08
H 1.41 -2.03 -0.29
Cl 2.58 0.82 -0.11
C -1.25 0.89 -0.21
C 0.93 -0.27 0.30
O 1.41 -1.47 0.52
H -0.68 1.51 0.52
H -1.47 1.46 -1.17
*
```

Computed properties:
Frontier orbital gap   9.9434 eV
ΔE to the lowest compared entry with this formula, charge and spin   54.5 kcal/mol
HOMO level   -10.35 eV
Molar mass   108.524 g mol⁻¹
Strongest force on any atom   2.77 eV Å⁻¹

Question: Look up the molar mass of the first one.
Answer: 116.189 g mol⁻¹